{
  "formula": "C49H71ClN7O2SV",
  "method": "ωB97M-V/def2-TZVPD",
  "relative_energy_kj_mol": 0.0,
  "homo_energy_ev": [-2.9773, -4.5452],
  "orbital_gap_ev": [5.28, 6.85],
  "lumo_energy_ev": [2.30, 2.30],
  "e_tot_ha": -4246.02666,
  "largest_force_ev_per_a": 4.7,
  "charge": -1,
  "s_squared": 3.767,
  "multiplicity": 4,
  "elements": ["V", "C", "N", "C", "C", "C", "N", "C", "C", "C", "C", "C", "C", "C", "O", "C", "C", "C", "C", "C", "C", "C", "C", "C", "C", "C", "C", "C", "C", "C", "O", "C", "C", "C", "C", "C", "C", "C", "C", "H", "H", "H", "H", "H", "H", "H", "H", "H", "H", "H", "H", "H", "H", "H", "H", "H", "H", "H", "H", "H", "H", "H", "H", "H", "H", "H", "H", "H", "H", "H", "H", "H", "H", "H", "H", "H", "H", "H", "H", "H", "H", "H", "H", "H", "H", "H", "H", "H", "H", "H", "H", "H", "H", "C", "C", "N", "C", "S", "N", "N", "C", "C", "C", "C", "C", "C", "C", "N", "H", "H", "H", "H", "H", "H", "H", "H", "H", "H", "H", "H", "H", "Cl", "C", "C", "C", "C", "N", "C", "H", "H", "H", "H"],
  "coordinates": [[0.02506, -0.22148, -1.16417], [3.24443, -1.87298, -1.98510], [2.95470, -0.47315, -2.24549], [3.26449, -0.15845, -3.63871], [3.71358, 0.40631, -1.38013], [3.28144, 0.40392, 0.07260], [1.90047, 0.80799, 0.32678], [1.50464, 0.40460, 1.68377], [1.53071, -1.08286, 1.96289], [1.99205, -1.49148, 3.19925], [2.06006, -2.83321, 3.55833], [1.65781, -3.74171, 2.59363], [1.18402, -3.39697, 1.32172], [1.09395, -2.02098, 0.99509], [0.65413, -1.54726, -0.16177], [0.79196, -4.58665, 0.41406], [2.00346, -5.51933, 0.24514], [-0.35575, -5.36806, 1.08407], [0.32810, -4.21097, -0.99459], [2.60886, -3.23929, 4.92580], [1.80966, -2.54504, 6.03808], [4.08453, -2.81597, 5.02715], [2.53351, -4.75001, 5.15467], [1.77990, 2.26233, 0.15821], [0.46759, 2.86952, 0.57040], [0.44374, 3.84366, 1.55789], [-0.73709, 4.48136, 1.92508], [-1.87623, 4.11577, 1.21885], [-1.90700, 3.18207, 0.18478], [-0.70671, 2.48573, -0.11958], [-0.64710, 1.50984, -1.00305], [-3.25842, 3.01882, -0.55127], [-3.20606, 2.19018, -1.84222], [-4.28744, 2.38351, 0.39257], [-3.76402, 4.41380, -0.97314], [-0.82513, 5.56419, 3.00325], [-1.73048, 5.08501, 4.14838], [-1.41980, 6.84881, 2.39983], [0.54319, 5.91179, 3.59094], [4.32650, -2.08131, -2.07702], [2.70853, -2.48470, -2.71133], [2.91568, -2.16259, -0.98453], [4.33893, -0.31872, -3.85138], [3.01080, 0.87784, -3.84020], [2.67533, -0.79510, -4.29173], [3.62698, 1.41437, -1.79380], [4.78471, 0.13633, -1.38523], [3.96982, 1.07790, 0.60723], [3.41179, -0.59085, 0.49750], [0.51042, 0.80968, 1.87031], [2.16999, 0.88696, 2.41479], [2.31476, -0.72102, 3.89699], [1.70857, -4.79684, 2.83378], [2.32811, -5.95703, 1.19225], [2.84637, -4.97101, -0.18551], [1.74604, -6.33789, -0.43516], [-0.08210, -5.73639, 2.07737], [-0.63558, -6.22903, 0.46436], [-1.23160, -4.72312, 1.19189], [1.09101, -3.69015, -1.56654], [-0.55026, -3.57481, -0.97639], [0.07390, -5.12816, -1.53670], [1.90891, -1.45711, 5.98395], [2.16576, -2.86900, 7.02261], [0.74643, -2.79039, 5.95510], [4.19606, -1.73915, 4.87610], [4.67623, -3.32589, 4.26134], [4.49467, -3.07065, 6.01259], [1.50204, -5.11164, 5.09680], [2.92139, -4.98669, 6.14998], [3.13504, -5.29630, 4.42197], [1.93026, 2.45896, -0.89736], [2.58096, 2.76343, 0.72383], [1.38184, 4.09151, 2.04427], [-2.81201, 4.59863, 1.48572], [-2.93382, 1.15598, -1.67414], [-2.48045, 2.60699, -2.54378], [-4.19769, 2.21750, -2.31075], [-3.99723, 1.36160, 0.65052], [-5.27134, 2.34625, -0.08916], [-4.38437, 2.95174, 1.32232], [-3.02223, 4.90342, -1.61349], [-3.95878, 5.07061, -0.12115], [-4.69531, 4.31389, -1.54177], [-2.72246, 4.80567, 3.77947], [-1.85420, 5.87651, 4.89827], [-1.29488, 4.20903, 4.64022], [-2.45335, 6.69378, 2.07518], [-0.83856, 7.16649, 1.52847], [-1.41501, 7.66092, 3.13828], [1.00645, 5.03990, 4.06145], [0.42567, 6.68291, 4.35842], [1.22267, 6.29496, 2.82421], [-2.43081, -4.91119, -5.52941], [-2.53506, -4.26410, -4.15178], [-2.44089, -2.80477, -4.16304], [-1.24215, -2.10370, -3.94542], [0.24687, -2.75288, -4.48612], [-1.48119, -0.97160, -3.34555], [-0.53373, 0.00682, -3.09243], [-0.59077, 1.00008, -3.92817], [-1.47853, 0.88773, -5.14530], [0.09511, 2.28241, -3.70068], [-0.52617, 3.47122, -4.11764], [0.13978, 4.67298, -4.01314], [1.43067, 4.68983, -3.50062], [1.94482, 3.48571, -3.06124], [1.30550, 2.31914, -3.14051], [-2.65166, -5.98441, -5.46009], [-3.14013, -4.44891, -6.22186], [-1.42450, -4.77635, -5.91855], [-3.50660, -4.51503, -3.72184], [-1.75898, -4.67593, -3.50384], [-3.21484, -2.31474, -3.74323], [-1.36035, -0.09274, -5.60110], [-2.53431, 0.98905, -4.86365], [-1.22926, 1.64513, -5.88571], [-1.54654, 3.44613, -4.48001], [-0.34211, 5.59477, -4.31505], [2.00557, 5.60513, -3.43563], [2.93436, 3.45016, -2.60825], [-2.52176, -0.82848, 3.64845], [-2.63903, -1.30076, 1.98013], [-3.43581, -2.35789, 1.60291], [-3.48770, -2.65498, 0.25706], [-2.73152, -1.90995, -0.63787], [-1.95969, -0.89694, -0.26545], [-1.93456, -0.58910, 1.02632], [-3.99080, -2.92609, 2.33834], [-4.10075, -3.47304, -0.10208], [-2.73890, -2.11356, -1.69911], [-1.34977, 0.27931, 1.30676]],
  "mulliken_spin": [2.439, 0.011, 0.054, 0.008, 0.007, 0.034, 0.030, 0.012, 0.062, -0.004, 0.020, -0.006, 0.005, 0.006, 0.055, -0.002, 0.002, 0.001, 0.010, -0.001, 0.002, 0.001, 0.001, 0.019, 0.014, 0.002, 0.012, 0.000, -0.029, 0.053, -0.223, -0.001, 0.004, 0.000, 0.000, -0.001, 0.001, 0.001, 0.000, 0.000, -0.004, -0.006, 0.001, 0.000, -0.004, -0.009, 0.004, 0.000, -0.008, -0.020, 0.003, 0.000, -0.002, 0.000, -0.001, 0.000, 0.000, 0.000, 0.000, -0.030, 0.020, -0.002, 0.000, 0.000, 0.000, 0.000, 0.000, 0.000, 0.000, 0.000, 0.000, -0.008, 0.003, 0.001, -0.001, 0.017, 0.007, 0.001, 0.000, 0.000, 0.000, 0.000, 0.000, 0.000, 0.000, 0.000, 0.000, 0.000, 0.000, 0.000, 0.000, 0.000, 0.000, 0.000, 0.001, 0.001, 0.030, 0.001, 0.013, 0.123, 0.115, -0.006, 0.023, 0.019, -0.003, 0.030, -0.016, 0.048, 0.000, 0.000, 0.000, 0.000, 0.001, -0.001, 0.004, 0.005, 0.000, 0.002, 0.000, 0.002, 0.001, 0.000, 0.008, 0.006, -0.003, 0.028, -0.074, 0.109, 0.000, 0.000, 0.006, -0.033]
}